No. 1
{
  "formula": "C6H7N4O5",
  "method": "wB97M-V/def2-TZVPD",
  "symbols": ["C", "C", "C", "C", "C", "C", "N", "N", "N", "N", "O", "O", "O", "O", "O", "H", "H", "H", "H", "H", "H", "H"],
  "coordinates": [[-0.97, -1.22, 0.67], [0.09, -0.61, 1.16], [-0.98, 0.13, -1.41], [-1.79, -0.80, -0.56], [0.89, 0.48, 0.41], [0.02, 1.19, -0.56], [-0.97, -0.15, -2.64], [2.20, 0.08, -0.12], [-3.12, -0.26, -0.01], [-0.94, 2.29, 0.05], [3.25, 0.86, 0.21], [-3.52, 0.86, -0.24], [-1.08, 3.25, -0.74], [-3.56, -1.06, 0.81], [-1.43, 2.17, 1.15], [-1.24, -2.14, 1.16], [0.38, -0.85, 2.27], [-2.18, -1.73, -1.04], [1.26, 1.30, 1.10], [0.63, 1.76, -1.26], [-0.45, 0.47, -3.30], [2.22, -0.20, -1.09]],
  "lowdin_charge": [-0.08, -0.02, -0.22, -0.16, -0.33, -0.06, 0.16, -0.28, -0.34, -0.34, -0.42, 0.09, 0.02, 0.04, 0.08, 0.10, 0.15, 0.16, 0.16, 0.14, 0.08, 0.07],
  "de_lowest_kcal_mol": 22.3,
  "homo_energy_ev": -1.826,
  "fmax_ev_per_a": 3.5,
  "charge": -1
}

---

No. 2
{
  "formula": "C3H4FP",
  "method": "wB97M-V/def2-TZVPD",
  "symbols": ["C", "C", "C", "F", "P", "H", "H", "H", "H"],
  "coordinates": [[-0.07, -1.60, 0.53], [0.03, -0.40, 0.08], [-0.12, 0.93, 0.70], [-0.56, 0.00, -2.44], [0.89, -0.46, -1.82], [0.18, -2.46, 0.07], [0.67, 1.70, 0.36], [0.01, 0.87, 1.83], [-1.04, 1.43, 0.69]],
  "lowdin_charge": [0.08, -0.57, -0.16, -0.46, 0.93, -0.04, 0.09, 0.09, 0.04],
  "de_lowest_kcal_mol": 65.1,
  "homo_energy_ev": [-8.651, -8.322],
  "fmax_ev_per_a": 3.7,
  "charge": 0
}

---

No. 3
{
  "formula": "C6H36O15",
  "method": "wB97M-V/def2-TZVPD",
  "symbols": ["O", "C", "C", "O", "H", "H", "H", "H", "H", "H", "O", "C", "C", "O", "H", "H", "H", "H", "H", "H", "O", "C", "C", "O", "H", "H", "H", "H", "H", "H", "O", "H", "H", "O", "H", "H", "O", "H", "H", "O", "H", "H", "O", "H", "H", "O", "H", "H", "O", "H", "H", "O", "H", "H", "O", "H", "H"],
  "coordinates": [[2.16, -2.01, -2.10], [3.05, -1.68, -1.09], [2.58, -0.48, -0.31], [1.38, -0.80, 0.45], [2.07, -2.91, -2.36], [3.14, -2.56, -0.46], [4.06, -1.55, -1.50], [2.41, 0.31, -1.07], [3.43, -0.24, 0.32], [1.35, -0.02, 1.11], [-0.28, -0.91, -2.35], [-0.82, 0.30, -1.85], [-2.32, 0.07, -1.81], [-2.57, -1.08, -0.99], [0.55, -1.10, -1.86], [-0.43, 0.42, -0.85], [-0.50, 1.14, -2.54], [-2.65, -0.10, -2.82], [-2.86, 0.91, -1.35], [-2.56, -1.81, -1.55], [-1.86, 3.16, 3.31], [-0.62, 3.85, 3.50], [-0.04, 4.45, 2.22], [0.30, 3.26, 1.44], [-1.61, 2.37, 2.80], [-0.76, 4.49, 4.35], [0.07, 3.10, 3.83], [0.82, 5.03, 2.39], [-0.76, 5.13, 1.72], [0.16, 3.36, 0.50], [-0.91, -3.35, -3.40], [-1.01, -3.15, -4.34], [-0.54, -2.51, -3.02], [0.80, -3.44, 0.77], [1.45, -3.69, 1.42], [1.01, -2.51, 0.66], [-3.98, 1.42, 4.58], [-3.48, 2.23, 4.53], [-4.74, 1.42, 5.14], [1.55, 0.89, 2.65], [1.30, 1.78, 2.31], [0.76, 0.63, 3.22], [2.07, 2.72, -2.89], [2.83, 2.53, -3.49], [1.69, 1.88, -2.64], [1.56, -4.65, -1.81], [1.16, -4.49, -0.90], [1.03, -5.21, -2.42], [-1.11, -0.17, 3.65], [-1.93, 0.24, 3.86], [-1.27, -0.85, 2.91], [-0.63, 0.00, -5.15], [0.12, 0.54, -5.50], [-0.26, -0.45, -4.39], [-1.55, -1.79, 1.36], [-1.96, -1.62, 0.51], [-0.88, -2.51, 1.32]],
  "lowdin_charge": [-0.07, -0.26, -0.18, -0.12, 0.05, 0.12, 0.13, 0.11, 0.13, 0.08, -0.13, -0.21, -0.17, -0.05, 0.07, 0.10, 0.13, 0.12, 0.13, 0.06, -0.07, -0.22, -0.16, -0.09, 0.08, 0.12, 0.10, 0.10, 0.13, 0.09, -0.08, 0.04, 0.01, -0.03, 0.06, 0.00, -0.03, 0.01, 0.02, -0.09, 0.03, 0.06, -0.07, 0.06, -0.01, -0.09, 0.05, 0.06, -0.08, -0.01, 0.04, -0.06, 0.05, -0.01, -0.06, 0.01, 0.03],
  "de_lowest_kcal_mol": 27.2,
  "homo_energy_ev": -10.528,
  "fmax_ev_per_a": 2.9,
  "charge": 0
}

---

No. 4
{
  "formula": "C5H14N4",
  "method": "wB97M-V/def2-TZVPD",
  "symbols": ["C", "N", "C", "N", "C", "N", "N", "C", "C", "H", "H", "H", "H", "H", "H", "H", "H", "H", "H", "H", "H", "H", "H"],
  "coordinates": [[2.20, -1.21, 0.83], [1.07, -1.47, -0.05], [0.64, -2.85, 0.05], [-0.04, -0.64, 0.31], [-0.09, 0.49, -0.30], [0.90, 0.93, -1.18], [-1.09, 1.36, -0.01], [-2.23, 0.91, 0.74], [-1.21, 2.64, -0.66], [1.98, -1.47, 1.88], [3.05, -1.81, 0.49], [2.46, -0.16, 0.77], [0.35, -3.13, 1.07], [-0.22, -2.99, -0.60], [1.45, -3.50, -0.28], [0.58, 1.46, -1.97], [1.48, 0.14, -1.45], [-3.12, 0.80, 0.10], [-1.98, -0.06, 1.17], [-2.46, 1.61, 1.55], [-1.86, 3.28, -0.06], [-1.64, 2.56, -1.67], [-0.23, 3.12, -0.73]],
  "lowdin_charge": [-0.11, -0.32, -0.11, 0.06, -0.45, 0.14, -0.18, -0.07, -0.08, 0.08, 0.08, 0.07, 0.08, 0.07, 0.08, 0.08, 0.08, 0.09, 0.07, 0.09, 0.09, 0.09, 0.08],
  "de_lowest_kcal_mol": 22.5,
  "homo_energy_ev": -7.603,
  "fmax_ev_per_a": 0.9,
  "charge": 0
}

---

No. 5
{
  "formula": "C19H38N2O7",
  "method": "wB97M-V/def2-TZVPD",
  "symbols": ["C", "C", "N", "C", "N", "C", "C", "C", "O", "C", "O", "O", "H", "H", "H", "H", "H", "H", "H", "H", "H", "H", "H", "H", "H", "H", "C", "C", "C", "O", "H", "H", "H", "H", "H", "H", "C", "C", "C", "O", "H", "H", "H", "H", "H", "H", "C", "C", "C", "O", "H", "H", "H", "H", "H", "H", "C", "C", "C", "O", "H", "H", "H", "H", "H", "H"],
  "coordinates": [[-1.79, 1.85, -4.88], [-2.32, 1.60, -3.34], [-1.10, 1.56, -2.45], [-0.82, 0.17, -1.91], [0.72, 0.20, -1.78], [1.17, 1.21, -0.74], [2.37, 0.49, 0.17], [-1.01, -1.14, -2.89], [-2.10, -1.82, -2.11], [-2.71, -0.99, -1.03], [-3.97, -1.01, -0.58], [-1.56, -0.12, -0.64], [-2.61, 1.58, -5.67], [-1.49, 3.00, -4.96], [-0.78, 1.24, -5.03], [-2.92, 2.59, -3.04], [-3.07, 0.71, -3.21], [-0.31, 1.94, -3.01], [1.17, 0.37, -2.71], [1.67, 2.13, -1.31], [0.31, 1.64, -0.08], [3.41, 1.02, -0.02], [2.06, 0.56, 1.31], [2.52, -0.64, -0.19], [-0.08, -1.81, -2.55], [-1.18, -0.98, -4.04], [0.01, 6.69, -3.22], [-0.83, 6.11, -4.33], [-1.85, 7.02, -4.97], [-0.70, 4.95, -4.70], [0.70, 5.92, -2.85], [0.59, 7.53, -3.59], [-0.63, 7.00, -2.39], [-1.35, 7.88, -5.42], [-2.57, 7.35, -4.22], [-2.38, 6.47, -5.75], [2.29, -3.60, 3.76], [1.82, -2.33, 3.09], [0.49, -1.77, 3.51], [2.50, -1.78, 2.22], [3.27, -3.88, 3.35], [2.40, -3.43, 4.83], [1.58, -4.40, 3.56], [0.52, -1.52, 4.58], [-0.30, -2.50, 3.31], [0.29, -0.86, 2.95], [1.52, -5.78, -2.62], [2.39, -4.70, -2.04], [1.84, -3.89, -0.90], [3.52, -4.47, -2.49], [2.05, -6.27, -3.44], [1.30, -6.52, -1.85], [0.60, -5.34, -3.01], [1.62, -4.55, -0.05], [0.93, -3.37, -1.21], [2.58, -3.15, -0.58], [-2.03, -0.33, 7.53], [-0.70, -1.04, 7.62], [-0.07, -1.17, 8.98], [-0.15, -1.50, 6.62], [-2.36, -0.32, 6.49], [-2.77, -0.87, 8.13], [-1.92, 0.70, 7.88], [-0.73, -1.74, 9.64], [0.12, -0.18, 9.40], [0.88, -1.70, 8.89]],
  "lowdin_charge": [-0.12, -0.25, -0.01, -0.40, -0.05, -0.25, -0.11, -0.03, -0.09, -0.22, 0.03, 0.03, 0.08, 0.06, 0.08, 0.12, 0.12, 0.11, 0.12, 0.11, 0.12, 0.08, 0.06, 0.07, 0.13, 0.15, -0.02, -0.48, -0.02, 0.03, 0.08, 0.09, 0.09, 0.09, 0.09, 0.09, -0.02, -0.48, -0.02, 0.03, 0.08, 0.09, 0.08, 0.05, 0.09, 0.08, -0.03, -0.49, -0.02, 0.05, 0.08, 0.08, 0.08, 0.09, 0.07, 0.08, -0.02, -0.48, -0.02, 0.04, 0.09, 0.09, 0.09, 0.09, 0.09, 0.08],
  "de_lowest_kcal_mol": 0.0,
  "homo_energy_ev": -8.680,
  "fmax_ev_per_a": 9.8,
  "charge": 0
}

---

No. 6
{
  "formula": "C3H4N2OS2",
  "method": "wB97M-V/def2-TZVPD",
  "symbols": ["C", "C", "C", "N", "N", "O", "S", "S", "H", "H", "H", "H"],
  "coordinates": [[-0.95, -0.70, 2.40], [-0.72, -1.10, 1.11], [0.09, 0.37, -1.44], [-0.41, -2.40, 0.97], [-0.38, -2.99, 2.07], [-1.45, 1.53, 0.40], [-0.84, -2.12, 3.41], [-1.35, 0.27, -0.32], [-1.14, 0.25, 2.84], [0.55, -0.57, -1.40], [0.69, 1.00, -0.94], [0.02, 0.65, -2.56]],
  "lowdin_charge": [-0.39, -0.42, -0.24, -0.09, -0.38, -0.54, 0.99, 0.91, 0.06, 0.01, 0.00, 0.10],
  "de_lowest_kcal_mol": 82.0,
  "homo_energy_ev": -9.403,
  "fmax_ev_per_a": 3.7,
  "charge": 0
}

---

No. 7
{
  "formula": "C2H3N",
  "method": "wB97M-V/def2-TZVPD",
  "symbols": ["C", "C", "N", "H", "H", "H"],
  "coordinates": [[-0.14, -0.57, 0.47], [-0.11, 0.80, 0.12], [-1.34, -0.36, 0.06], [1.54, -2.54, -0.82], [-0.39, 1.56, 0.91], [0.46, 1.11, -0.74]],
  "lowdin_charge": [-0.19, -0.12, 0.10, 0.05, 0.10, 0.06],
  "de_lowest_kcal_mol": 161.8,
  "homo_energy_ev": [-9.584, -10.775],
  "fmax_ev_per_a": 5.0,
  "charge": 0
}

---

No. 8
{
  "formula": "C4H10N4O",
  "method": "wB97M-V/def2-TZVPD",
  "symbols": ["H", "N", "N", "N", "C", "H", "H", "C", "C", "O", "C", "N", "H", "H", "H", "H", "H", "H", "H"],
  "coordinates": [[0.79, 1.09, -2.05], [0.22, 1.52, -1.32], [-0.80, 0.78, -1.15], [-1.75, 1.17, -0.37], [-2.87, 0.66, -0.12], [-2.95, -0.42, 0.06], [-3.75, 1.24, 0.11], [1.62, 0.65, 0.95], [0.67, -0.45, 1.04], [-0.23, -0.34, 2.09], [0.44, -1.34, 0.04], [1.24, -1.47, -1.09], [2.62, 0.34, 0.66], [1.21, 1.29, -0.05], [1.64, 1.24, 1.85], [-1.13, -0.48, 1.75], [-0.40, -2.02, 0.10], [2.16, -1.06, -1.01], [1.27, -2.39, -1.49]],
  "lowdin_charge": [0.06, 0.03, -0.12, -0.06, 0.00, 0.07, 0.07, -0.05, -0.43, -0.01, -0.19, 0.04, 0.07, 0.08, 0.08, 0.07, 0.11, 0.07, 0.08],
  "de_lowest_kcal_mol": 131.9,
  "homo_energy_ev": [-7.460, -7.460],
  "fmax_ev_per_a": 4.6,
  "charge": 0
}